No. 1
ORCA calculation (ωB97M-V with the def2-TZVPD basis set) on C16H23Cl2INO3PtS as an isolated structure at a distorted geometry.

Summary:
Orbital gap (spin up / spin down) = 5.63 / 5.26 eV
2S+1 = 3
Charge = -1

XYZ file:
```
48
C16H23Cl2INO3PtS ωB97M-V with the def2-TZVPD basis set
Pt -0.09813 0.33151 0.17902
I 8.69519 -0.85455 0.93403
Cl -2.23212 0.74381 0.59166
Cl -8.12370 -0.18578 -0.83432
S -0.68628 -2.61930 1.08931
O 1.93727 0.04031 0.58268
O -0.17879 -1.24484 1.54929
O 1.81918 -1.07486 -1.36723
N 0.17333 1.52584 -1.16194
C -6.62566 0.47780 -0.53421
C -2.13940 -2.38396 0.03031
C -0.18898 2.98778 -1.37052
C -3.41708 -2.31701 0.91295
C -0.14557 3.73350 -0.06362
C -1.68189 2.98071 -1.83247
C 6.61722 -1.00234 0.68836
C -1.66505 -3.26838 2.53503
C 4.51509 0.24722 0.71086
C -3.15123 -3.10214 2.23392
C 5.84258 0.13229 1.04933
C 4.62659 -1.89177 -0.50655
C 0.74114 3.37466 -2.54373
C 5.99087 -1.97161 -0.11105
C 3.88658 -0.79978 -0.06097
C 2.45207 -0.61636 -0.39916
H -5.78637 -0.23384 -0.50964
H -3.55693 -2.59719 3.10372
H 4.18522 -2.65465 -1.14414
H -2.04935 -1.46040 -0.53036
H 0.61711 4.41290 -2.83079
H -1.39042 -4.32388 2.50396
H 6.60637 -2.83747 -0.41178
H -1.72322 2.50965 -2.81458
H -4.23549 -2.81085 0.34351
H -2.29500 2.48443 -1.14586
H -2.14121 -3.26849 -0.62465
H -3.69453 -1.23956 1.09573
H -0.08495 4.80996 -0.19553
H 0.70890 3.61791 0.56135
H 6.34999 0.94822 1.61324
H 3.88662 1.08748 0.99883
H -2.03579 4.01876 -1.88711
H 0.43812 2.80569 -3.38985
H -6.48396 1.56080 -0.70692
H -1.28161 -2.71813 3.43439
H 1.78304 3.14421 -2.36379
H -3.70748 -4.07151 2.16014
H -1.07228 3.57319 0.43917
```

---

No. 2
ORCA calculation (ωB97M-V with the def2-TZVPD basis set) on a 2-piece molecular cluster, C4H11NO overall at a distorted geometry.

Summary:
Orbital gap (spin up / spin down) = 7.14 / 7.62 eV
Charge = 0

XYZ file:
```
17
C4H11NO ωB97M-V with the def2-TZVPD basis set
O -0.52998 -0.97840 0.67786
N -2.46541 -0.14618 -0.26228
C -1.15462 -0.62891 -0.39628
C 1.67023 -1.36342 -0.34967
C 0.30516 2.25582 0.26935
C 0.78403 -1.10989 0.82584
H -0.77854 2.21191 0.22240
H -2.81821 -0.29562 0.67549
H 0.70771 1.35996 0.78701
H 1.73689 -0.46472 -0.98152
H -3.09340 -0.46852 -0.98825
H -0.68129 -0.52617 -1.35828
H 1.31324 -2.18348 -0.97286
H 0.59344 3.15532 0.80736
H 2.66636 -1.60855 -0.00538
H 1.03743 -1.51174 1.79165
H 0.70693 2.30259 -0.74245
```

---

No. 3
ORCA calculation (ωB97M-V with the def2-TZVPD basis set) on a 6-piece molecular cluster, C12H20Cl12O2 overall at a distorted geometry.

Summary:
SMILES = ClC(Cl)Cl.ClC(Cl)Cl.ClC(Cl)Cl.ClC(Cl)Cl.C1CCOC1.C1CCOC1
Orbital gap = 9.67 eV
Charge = 0

XYZ file:
```
46
C12H20Cl12O2 ωB97M-V with the def2-TZVPD basis set
Cl -2.74610 1.43226 6.69705
Cl -6.09581 -2.15243 -0.76769
Cl 6.12084 -1.22536 5.95982
Cl -3.07621 3.32670 8.81063
Cl 4.86482 -1.20407 8.75363
Cl 0.59381 -0.34792 1.62776
Cl 5.07098 1.33027 7.21907
Cl -5.15995 -0.67549 -3.08724
Cl -2.06633 -0.80080 2.66609
Cl 0.25207 -0.85840 4.41134
Cl -0.57604 3.11249 7.24980
Cl -3.43216 -2.70261 -2.04420
O -0.48100 4.91362 -3.11486
O 3.42239 -4.00117 -4.36421
C 1.66637 -3.10340 -3.31094
C 1.48494 -4.64422 -3.40686
C -1.29751 3.55122 -1.37390
C 2.71750 -5.19272 -4.14394
C 4.84492 -0.54094 7.06386
C -0.44055 -0.04534 3.01712
C -1.58407 4.16426 -3.68153
C -0.05370 4.21171 -1.92359
C 2.61296 -2.88317 -4.49630
C -2.37521 3.77291 -2.47808
C -1.89763 2.28973 8.01690
C -4.62315 -1.50284 -1.51310
H -1.33552 3.41358 -4.43173
H 2.05676 -2.76833 -2.34999
H -1.44447 1.56473 8.69301
H -0.59803 0.99752 3.29230
H 0.80517 -2.47174 -3.52879
H -1.19749 2.55600 -0.94074
H -1.72076 4.15091 -0.56808
H 3.15579 -1.97834 -4.22294
H 2.44753 -5.61317 -5.11267
H 3.36070 -5.95026 -3.69614
H -4.15501 -0.80346 -0.82042
H 2.04027 -2.85273 -5.42323
H 3.90579 -0.71886 6.53994
H 1.31088 -5.22407 -2.50045
H 0.61560 3.47604 -2.36960
H 0.45582 4.67786 -1.08026
H -2.73244 2.81432 -2.85436
H -3.11761 4.47398 -2.09670
H 0.61838 -4.79996 -4.04944
H -2.21739 4.83152 -4.26614
```

---

No. 4
ORCA calculation (ωB97M-V with the def2-TZVPD basis set) on one molecule with the formula C6H10O at a distorted geometry.

Summary:
SMILES = O=CCCC1CC1
Orbital gap = 10.82 eV
Charge = 0

XYZ file:
```
17
C6H10O ωB97M-V with the def2-TZVPD basis set
O -1.54492 -2.28088 1.92643
C -1.99360 -1.87802 0.87914
C 0.08857 -0.47820 0.40521
C 0.75985 0.40152 -0.63983
C -1.26085 -0.97964 -0.08003
C 0.77581 1.90685 -0.56249
C 1.99545 1.12880 -0.19567
H 0.14706 2.39092 0.16912
H 0.53602 0.21153 -1.67863
H -1.13782 -1.54416 -1.01775
H -0.03530 0.11086 1.32378
H 2.16283 1.05251 0.87657
H 2.90022 1.20377 -0.79101
H -1.91872 -0.13728 -0.33260
H 0.70924 -1.34186 0.69766
H 0.83122 2.40330 -1.53106
H -3.01507 -2.17001 0.55117
```

---

No. 5
ORCA calculation (ωB97M-V with the def2-TZVPD basis set) on one molecule with the formula C47H56N4O2 at a distorted geometry.

Summary:
Orbital gap = 4.84 eV
Charge = 0

XYZ file:
```
109
C47H56N4O2 ωB97M-V with the def2-TZVPD basis set
O -1.27464 0.64502 4.24402
O 0.72619 1.50208 4.09166
N 1.32135 -0.84555 -0.05562
N 0.62036 0.78175 -1.36281
N -0.20540 0.95036 3.46671
N -5.16067 -1.34281 7.16599
C 0.22301 -0.11826 -0.40681
C 3.54103 0.44896 1.90607
C -2.23997 0.29140 -0.57514
C -0.29920 1.74310 -3.49249
C -1.83014 3.60930 -3.21705
C 2.40809 -0.41478 -0.80574
C -4.03435 -0.84863 4.85760
C -2.87085 1.38966 -0.00839
C -2.41649 -0.50034 2.50157
C 1.96068 -1.63437 2.24296
C -3.92843 2.00307 -0.68395
C -4.00906 -1.80186 3.81921
C -3.65040 0.48438 -2.53873
C -0.51942 0.60062 -5.77737
C 4.45170 -1.87530 2.21470
C 0.62828 -3.83232 -0.66776
C -1.12806 -0.49078 0.15239
C 3.31920 -0.90738 2.57446
C -1.27228 3.89457 -1.97985
C -3.47143 0.37340 4.66146
C 2.00939 0.62556 -1.53142
C 0.36838 0.78115 -4.53495
C 1.39911 -1.87833 0.93724
C -0.00332 1.87393 -2.10537
C -0.75217 -3.75077 -1.32349
C -2.55502 0.57129 3.48845
C 0.16469 -3.09532 3.04623
C 2.11876 3.85088 -0.67657
C -0.09181 -3.55279 1.74995
C -1.11719 -0.48042 1.61432
C -0.21051 3.13779 -1.48276
C 0.63449 3.72924 -0.31817
C -0.12907 0.45768 2.20587
C -3.25858 -1.59594 2.65262
C 0.46712 2.83414 0.88581
C 1.69325 1.37162 -5.04229
C 0.14613 5.11405 0.11667
C 1.69746 -3.42088 -1.68140
C 1.23431 -2.22708 3.28793
C -4.35289 1.52074 -1.92392
C -1.28870 2.59886 -3.99659
C 0.90747 -5.29380 -0.29836
C -4.67661 -1.11544 6.12676
C -2.57275 -0.10706 -1.87257
C 3.40281 -0.59755 4.07150
C 0.58666 -0.62351 -4.00044
C 0.64799 -3.04458 0.66750
H 2.67491 1.10715 2.03972
H 4.36978 0.96012 2.42419
H 3.82788 0.37978 0.85320
H 1.52224 2.33708 -5.53615
H 1.01376 3.18850 1.77424
H 2.58465 1.22321 -2.21133
H -0.83364 -4.52030 -2.10548
H -1.55386 -3.91113 -0.59254
H 2.41926 1.52485 -4.23697
H -1.67497 4.72244 -1.39913
H -0.87853 5.06739 0.50846
H 3.38363 -0.86745 -0.73967
H -0.59476 2.71042 1.14092
H -2.67553 4.18835 -3.57914
H -2.52507 1.75150 0.96370
H 0.78281 5.49164 0.93032
H -0.86137 -4.30796 1.57453
H 0.77786 -1.31196 -4.83830
H 1.49759 -2.01400 4.32327
H -1.22936 -1.52034 -0.23862
H -3.94210 0.12422 -3.52866
H -0.65845 -1.43029 1.90745
H 3.38983 -1.50876 4.67424
H 0.19592 5.83812 -0.70648
H -1.70125 2.45837 -4.99435
H 4.34250 -0.07702 4.28940
H -1.52999 0.27793 -5.49690
H 5.43107 -1.43805 2.45099
H -2.68756 1.56419 3.02157
H -0.46555 -3.43379 3.87337
H 2.70434 -3.41821 -1.24084
H 2.58019 2.88056 -0.87801
H 1.49499 -2.44363 -2.13037
H -4.43259 2.84664 -0.22095
H 0.91389 0.40714 1.81458
H -4.52239 -2.74359 4.00088
H 1.87822 -5.37025 0.20569
H 1.68781 -4.14786 -2.51135
H 1.45886 -0.67327 -3.34915
H 4.43774 -2.13783 1.14936
H 2.14468 0.69127 -5.77905
H 2.57991 0.06646 4.36194
H -1.99179 -0.89924 -2.35334
H -0.30830 -0.97774 -3.47396
H -0.91317 -2.78185 -1.81171
H -0.08819 -0.17427 -6.42771
H 2.66538 4.31726 0.15503
H 4.34013 -2.80295 2.79058
H 0.92890 -5.91723 -1.19918
H -5.19408 1.98625 -2.43149
H -0.58340 1.51498 -6.37888
H 2.24475 4.49163 -1.55804
H -3.29507 -2.37106 1.88797
H 0.83911 1.84665 0.62434
H 0.14075 -5.68797 0.37386
H -3.47085 1.13510 5.44428
```

---

No. 6
ORCA calculation (ωB97M-V with the def2-TZVPD basis set) on a 10-piece molecular cluster, C48H102N10O8 overall at a distorted geometry.

Summary:
SMILES = COCCNCCOC.COCCNCCOC.COCCNCCOC.COCCNCCOC.CCCC#N.CCCC#N.CCCC#N.CCCC#N.CCCC#N.CCCC#N
Orbital gap = 8.86 eV
Charge = 0

XYZ file:
```
168
C48H102N10O8 ωB97M-V with the def2-TZVPD basis set
O 1.27702 6.68468 4.13947
O 6.73466 3.24177 -0.91237
O -5.30940 0.42550 6.22096
O 5.41396 -2.78063 1.00450
O 4.36361 -7.09042 2.30023
O 1.72765 2.89471 -3.00801
O -1.18893 -2.28686 4.30684
O 1.83429 2.11874 3.21233
N -3.17960 -1.44501 5.98431
N 3.38230 -4.41119 1.38972
N -1.79696 3.24335 -9.14386
N 2.67806 -0.59607 -2.37073
N 0.01840 4.18823 3.97741
N 3.76495 2.07358 -0.92424
N -1.27911 -3.72985 -7.25150
N -2.77419 -1.75320 -4.46307
N -5.45922 1.81571 -6.59772
N -4.38593 0.54433 -0.22822
C -0.84481 -0.56363 -1.56575
C 3.30314 -3.46166 0.30116
C -3.02828 2.17809 2.49719
C 3.01178 -6.66630 2.18646
C -4.54939 -1.80779 6.26218
C 0.63134 0.66305 -7.51043
C 0.16303 0.14298 -2.48759
C 1.34530 -5.51208 -5.14125
C 0.04757 2.88300 4.60700
C 4.18551 -2.29321 0.57856
C -1.81849 2.31240 -8.50562
C 2.03113 6.77821 5.27998
C -0.02959 -2.45433 3.60774
C -2.24279 -2.49354 6.38456
C -0.41665 5.20749 4.93676
C 2.34345 3.76358 -2.08966
C 2.16291 1.32699 2.12157
C -3.89422 -2.89867 -2.37006
C -3.31945 -2.23318 -3.51957
C 0.18699 -3.27725 -5.17623
C -0.64228 1.07336 -6.76998
C -0.64537 -3.51707 -6.35170
C -6.16452 1.37638 5.62723
C 2.42198 2.84568 -4.21002
C 5.99706 2.40366 -0.05019
C -5.51844 -0.84957 5.68675
C -1.85701 1.14309 -7.67593
C -0.91568 -2.34991 5.65771
C 0.48097 1.86317 3.60443
C -0.60233 -0.27489 -0.07755
C -5.33628 -3.21104 -2.55780
C -2.70194 2.29822 -4.10102
C -5.31126 1.69178 -5.44933
C 5.09811 1.55720 -0.84343
C 7.55462 4.09504 -0.19354
C -0.06254 6.57511 4.40638
C 6.33826 -1.76834 1.07016
C 3.72979 3.37392 -1.60858
C -4.21152 2.39128 1.58636
C -5.14028 1.52804 -4.00586
C 1.55332 -0.29159 -2.37066
C 1.53324 -4.03113 -5.17353
C 2.91690 -5.71479 1.03402
C -4.05776 2.42202 -3.41170
C -3.03430 0.87453 3.24398
C -4.31461 1.33284 0.60509
C 4.56304 -7.85293 3.43832
C -6.16816 -1.95302 -2.87796
H 1.00374 4.42135 3.79034
H 0.69728 2.87400 5.49776
H -5.13721 2.37978 2.17869
H -0.34745 -1.46205 5.94991
H 0.74197 -1.71788 3.91813
H -6.05639 1.39029 4.51994
H 2.19302 0.26612 2.44375
H -4.90223 0.47602 -3.84341
H -1.20631 -0.96955 0.53443
H 3.46220 -6.14203 0.16698
H 1.94435 2.10308 -4.83874
H 5.39430 3.01326 0.65065
H -1.99444 -2.34702 7.44654
H -0.93635 0.71959 0.22383
H 0.53214 -0.35184 -7.88821
H -5.30851 -0.79614 4.59529
H -5.92114 2.36335 6.00500
H 3.17406 1.42505 -1.42707
H -0.97309 2.64460 4.92998
H -2.29045 1.29323 -3.99548
H 5.57080 -8.26023 3.39969
H -6.12862 1.71360 -3.57548
H 2.41087 5.79733 5.58518
H 1.85524 -5.67046 0.74487
H -4.34554 3.47570 -3.47226
H 1.46679 7.22255 6.10852
H -4.81742 -2.80256 5.84282
H 2.27460 -6.05337 -5.29093
H -5.84745 -1.51646 -3.82882
H 2.87734 7.43396 5.07286
H -1.78746 -0.05665 -1.79998
H -4.69688 -1.88810 7.34442
H 0.83133 -5.84858 -4.22919
H 0.13522 1.23185 -2.38637
H 6.04445 -1.02182 1.82956
H 8.25613 3.53317 0.43199
H 5.03950 0.58897 -0.32544
H 0.41482 0.84158 4.03387
H 5.53959 1.31145 -1.82558
H -2.23092 0.79256 3.96944
H 3.46013 2.50694 -4.06221
H -2.13090 2.26855 1.86261
H 2.33964 -7.52847 2.03850
H 2.06417 -3.67410 -4.28859
H 2.47278 3.83106 -4.68940
H -6.55584 -1.18490 5.81198
H 0.30511 -2.21445 -4.97677
H 0.66008 -5.85306 -5.93611
H -0.18703 -2.31697 2.54149
H -3.99919 0.73486 3.73914
H -3.94574 2.14536 -2.36189
H -5.72607 -3.75032 -1.70090
H -0.08015 -0.04974 -3.54629
H -0.17848 1.95466 2.72510
H -2.90635 0.01105 2.57524
H 2.43945 4.75874 -2.55029
H -3.66494 -2.30694 -1.48201
H -0.52754 2.07136 -6.32028
H -0.39078 -3.65142 -4.31293
H -1.50272 5.13284 5.05831
H 4.33850 -4.41475 1.73683
H 4.02915 4.15774 -0.90302
H 6.94633 4.76851 0.43592
H 2.12137 -3.76490 -6.05514
H -3.32805 -3.83618 -2.28719
H 0.84220 1.35628 -8.32622
H 1.41826 1.40364 1.31754
H 4.45909 -7.24165 4.34904
H -2.73198 2.61390 -5.14775
H 6.44420 -1.28119 0.09479
H 4.29165 -1.76796 -0.38270
H 0.40865 -3.44568 3.77456
H -5.38718 -3.87635 -3.42841
H 4.45505 3.38451 -2.44414
H 3.13431 1.58700 1.71516
H 1.51055 0.69080 -6.85757
H 1.69760 3.82464 -1.21178
H -7.22923 1.15538 5.83150
H -2.75454 1.17304 -7.05332
H 2.73757 -6.15469 3.12847
H -1.98768 3.00395 -3.65702
H 6.65217 1.74591 0.54561
H 3.77110 -1.62612 1.33982
H -2.88285 3.01642 3.18716
H -0.56278 6.72333 3.44624
H 0.40147 -0.46780 0.31944
H -0.91211 -1.62518 -1.78533
H -0.85124 0.42821 -5.91424
H -3.01009 -1.29186 4.99312
H 3.86855 -8.70888 3.48606
H -5.95690 -1.18942 -2.11853
H 8.09503 4.71149 -0.90299
H 7.28357 -2.19572 1.38702
H -2.60974 -3.52265 6.25008
H -4.17452 3.35142 1.08332
H 2.27509 -3.06818 0.25734
H 3.57926 -3.92511 -0.65995
H -1.96299 0.25968 -8.30777
H 0.05307 5.05485 5.93005
H -0.40901 7.36820 5.08142
H -7.22557 -2.17579 -2.95525
H -0.30789 -3.25409 5.83096
```

---

No. 7
ORCA calculation (ωB97M-V with the def2-TZVPD basis set) on one molecule with the formula C5H8N2O at a distorted geometry.

Summary:
Orbital gap (spin up / spin down) = 8.17 / 7.78 eV
Charge = 0

XYZ file:
```
16
C5H8N2O ωB97M-V with the def2-TZVPD basis set
O 0.25628 -1.28450 -0.33394
N -1.66754 -0.68617 -0.48733
N -1.49372 1.76824 -0.11521
C -2.41161 -1.40339 0.24231
C 0.60717 -0.00794 -0.14816
C 1.15252 0.31295 1.23665
C -1.07295 0.67145 -0.19881
C 1.41099 0.60552 -1.28408
H -3.34770 -1.02329 0.63477
H 2.19759 0.01154 1.31232
H 1.35322 1.69317 -1.22112
H 2.45433 0.29432 -1.21931
H -2.10944 -2.43247 0.41468
H 1.08490 1.38881 1.40562
H 1.01198 0.28704 -2.24630
H 0.57398 -0.19527 2.00792
```

---

> The lowest charge belongs to which entry?

C16H23Cl2INO3PtS

---

> Among the records above, which one has the lowest charge?

C16H23Cl2INO3PtS

---

> charge of number 7 (C5H8N2O)?

0